Below is a single C3H9NO3S molecule in a non-equilibrium geometry, with properties calculated with ωB97M-V with the def2-TZVPD basis set.

XYZ file:
```
17
Properties=species:S:1:pos:R:3:forces:R:3
C -1.014 -0.764 1.045 0.3121 -0.5955 -2.8166
C -0.929 1.487 -0.051 2.4468 0.8610 -0.4819
C -0.438 0.095 -0.116 -0.2974 -2.8620 2.0621
N -0.653 -0.501 -1.382 -0.0775 0.4048 -0.2349
O 1.922 0.690 -1.197 -0.8239 -0.1885 0.6840
O 1.922 -1.420 0.036 -1.8681 -0.0632 0.4716
O 1.908 0.752 1.263 -0.9893 -0.5515 -0.4217
S 1.405 0.138 0.052 3.8401 0.9089 -0.3322
H -0.308 -1.480 1.403 0.1264 -1.2359 -0.3193
H -2.002 -1.119 0.722 0.4567 -0.3513 0.1849
H -1.128 -0.181 1.860 -0.6739 2.2543 2.6219
H -0.691 1.999 0.877 0.0120 -0.1224 0.1243
H -1.965 1.493 -0.239 -1.1798 0.1386 -0.4883
H -0.294 1.911 -0.840 -0.9072 1.0533 -0.0932
H -0.042 0.068 -2.016 -0.6937 -1.7428 -0.0194
H -0.546 -1.528 -1.296 0.4353 1.1491 -0.8461
H 2.853 -1.639 -0.121 -0.1186 0.9431 -0.0951
```
Positions in Å, forces in eV/Å.

The SMILES is CC(C)(N)S(=O)(=O)O. The HOMO energy is -9.90 eV. The calculation puts the energy relative to the best compared isomer or geometry (same formula, charge and spin) at 42.67 kcal/mol.